# 1
The following is a DFT calculation (ωB97M-V/def2-TZVPD) of a gas-phase ion, HNO4S (charge -2).

```
7
Properties=species:S:1:pos:R:3:forces:R:3:lowdin_charge:R:1
S -1.14342 -0.38796 0.75586 1.217 1.035 1.798 0.526
O -0.48345 0.26708 1.96942 -0.499 0.282 -1.235 -0.638
O -1.49234 -1.75044 1.25195 -0.006 -0.651 -1.083 -0.619
O 0.15834 -0.57493 -0.32173 0.009 -0.699 0.602 -0.504
O 1.09578 0.50494 -2.19539 -0.518 -0.452 -0.162 -0.508
N 0.48126 0.75264 -1.01868 2.507 2.118 0.532 -0.341
H 1.38383 1.18866 -0.44143 -2.709 -1.632 -0.452 0.084
```
Positions in Å, forces in eV/Å.

E: -20526.162 eV
LUMO level: 6.884 eV
orbital gap: 5.1 eV
ΔE to the lowest compared entry with this formula, charge and spin: 26.3 kcal/mol
total charge: -2
HOMO energy: 0.0647 Ha

# 2
The following is a DFT calculation (ωB97M-V/def2-TZVPD) of 2 unconnected molecules or ions with the total composition C2HBF6.

```
10
Properties=species:S:1:pos:R:3:forces:R:3:lowdin_charge:R:1
F 0.51434 -2.61543 -0.76134 -0.991 -1.088 -0.303 0.210
F 1.79000 -1.38201 -1.89381 -0.753 0.326 0.614 0.178
F 0.26926 2.56057 -1.80236 0.540 0.581 -0.222 0.111
F 2.27017 1.59545 -1.86495 -0.088 0.921 -0.346 0.086
F 1.41825 -1.00567 0.35080 1.968 0.544 2.319 0.172
F 1.62640 2.65917 -0.08834 0.386 1.284 0.357 0.130
C 1.22166 1.95183 -1.10580 -1.754 -5.703 1.369 -0.517
C 0.82156 -1.38764 -0.98744 0.697 -0.174 -1.862 -0.375
B 0.32284 -0.14618 -0.20959 0.689 3.569 -2.569 -0.048
H -0.62355 0.14076 0.36712 -0.694 -0.260 0.643 0.052
```
Positions in Å, forces in eV/Å.

E: -19067.853 eV
LUMO level: 0.602 eV
orbital gap: 9.6 eV
ΔE to the lowest compared entry with this formula, charge and spin: 100.9 kcal/mol
total charge: 0
HOMO energy: -0.3300 Ha

# 3
The following is a DFT calculation (ωB97M-V/def2-TZVPD) of 2 unconnected molecules or ions with the total composition C3H5ClN2S.

```
12
Properties=species:S:1:pos:R:3:forces:R:3:lowdin_charge:R:1
Cl 0.44925 0.44343 -2.38828 -0.143 -1.071 -0.148 0.633
S 3.46489 2.92825 -1.94970 1.982 1.720 -2.204 0.663
N 2.49276 2.19139 -1.06087 -1.670 -1.863 2.575 -0.797
N 1.84215 1.60188 -0.36737 0.596 1.242 0.292 0.147
C -1.03552 0.55092 -0.14826 -1.435 -1.124 0.628 -0.157
C 0.16158 -0.18225 -0.76519 -1.413 0.536 0.496 -0.820
C 0.82252 -1.17526 -0.18865 0.846 -0.977 -2.037 -0.043
H -1.95496 -0.12154 -0.33774 1.268 1.075 0.092 0.102
H -0.98361 0.59886 0.95994 0.297 -0.090 -0.609 0.077
H 0.69876 -1.56359 0.78695 -0.766 0.312 1.046 0.052
H -1.31344 1.56862 -0.50124 0.729 -0.802 -0.108 0.068
H 1.52485 -1.84576 -0.72698 -0.292 1.041 -0.024 0.074
```
Positions in Å, forces in eV/Å.

E: -29527.713 eV
SMILES: N#[N+][S-].C=C(C)Cl
LUMO level: 0.493 eV
orbital gap: 9.9 eV
ΔE to the lowest compared entry with this formula, charge and spin: 34.9 kcal/mol
total charge: 0
HOMO energy: -0.3475 Ha